*P*
{"formula": "H18O9", "method": "ωB97M-V/def2-TZVPD", "species": ["O", "H", "H", "O", "H", "H", "O", "H", "H", "O", "H", "H", "O", "H", "H", "O", "H", "H", "O", "H", "H", "O", "H", "H", "O", "H", "H"], "coordinates": [[-2.379, -1.594, -0.675], [-1.805, -0.894, -0.886], [-1.782, -2.261, -0.306], [2.844, 0.763, 0.233], [3.734, 0.897, 0.510], [2.387, 0.191, 0.871], [1.227, -3.151, -1.243], [1.630, -2.297, -1.171], [0.743, -3.000, -2.035], [0.287, 1.571, 3.237], [-0.265, 1.647, 4.047], [-0.390, 1.579, 2.588], [-2.148, 1.939, 1.775], [-2.723, 2.277, 1.112], [-2.616, 1.818, 2.567], [-0.368, 0.511, -0.660], [0.448, 0.302, -1.092], [-0.097, 1.162, -0.037], [1.855, -0.602, -1.731], [2.294, -0.810, -2.530], [2.389, -0.170, -1.065], [-2.780, 1.136, -2.365], [-2.604, 1.147, -3.250], [-1.968, 1.353, -1.887], [1.120, -1.104, 1.326], [0.411, -0.750, 1.890], [0.559, -1.648, 0.776]], "lowdin_charge": [-0.04, -0.06, 0.03, -0.03, 0.06, 0.03, -0.04, -0.04, 0.02, -0.05, 0.06, -0.05, 0.00, 0.05, 0.03, -0.03, -0.01, 0.03, -0.04, 0.06, 0.00, -0.02, -0.02, 0.01, -0.04, 0.06, 0.03], "total_charge": 0, "orbital_gap_ev": 10.9, "smiles": "O.O.O.O.O.O.O.O.O", "e_lumo_ev": 0.22, "multiplicity": 1}



*Q*
{"formula": "H18O9", "method": "ωB97M-V/def2-TZVPD", "species": ["O", "H", "H", "O", "H", "H", "O", "H", "H", "O", "H", "H", "O", "H", "H", "O", "H", "H", "O", "H", "H", "O", "H", "H", "O", "H", "H"], "coordinates": [[6.562, 10.507, -4.467], [7.043, 11.341, -4.638], [6.956, 9.868, -5.067], [5.529, 13.487, -4.832], [6.467, 13.570, -4.597], [5.068, 14.074, -4.226], [11.173, 12.593, -3.987], [11.605, 13.309, -3.508], [11.700, 12.482, -4.787], [11.007, 11.591, -1.284], [10.846, 11.558, -2.236], [11.080, 12.529, -1.083], [8.278, 12.758, -4.624], [9.212, 12.760, -4.377], [8.251, 13.084, -5.553], [9.221, 14.315, -1.144], [9.781, 15.054, -0.881], [9.118, 14.408, -2.098], [5.844, 12.174, -7.426], [5.047, 12.476, -7.872], [5.698, 12.408, -6.490], [8.429, 13.338, -7.297], [7.558, 13.089, -7.662], [9.069, 12.926, -7.886], [7.182, 16.013, -6.848], [6.382, 16.445, -7.166], [7.120, 15.107, -7.168]], "lowdin_charge": [-0.07, -0.02, 0.03, -0.05, 0.02, 0.06, -0.04, 0.07, 0.07, -0.06, 0.00, 0.01, -0.08, 0.02, 0.02, -0.05, 0.04, 0.03, -0.06, 0.06, 0.01, -0.06, 0.03, 0.07, -0.06, 0.04, -0.01], "total_charge": 0, "orbital_gap_ev": 10.3, "smiles": "O.O.O.O.O.O.O.O.O", "e_lumo_ev": -0.10, "multiplicity": 1}



*R*
{"formula": "H18O9", "method": "ωB97M-V/def2-TZVPD", "species": ["O", "H", "H", "O", "H", "H", "O", "H", "H", "O", "H", "H", "O", "H", "H", "O", "H", "H", "O", "H", "H", "O", "H", "H", "O", "H", "H"], "coordinates": [[-0.252, -2.091, 1.924], [-0.260, -1.239, 1.523], [0.264, -2.653, 1.325], [-0.943, -3.403, -1.154], [-0.713, -4.050, -1.833], [-1.205, -2.604, -1.625], [2.530, 0.271, -0.092], [2.645, -0.166, -0.923], [3.062, -0.346, 0.394], [-1.934, -0.566, -2.103], [-1.822, -0.754, -3.030], [-2.485, 0.226, -2.073], [-2.902, -0.023, 1.470], [-2.209, 0.587, 1.221], [-3.702, 0.090, 0.935], [0.857, 2.222, -1.810], [-0.014, 1.856, -1.763], [0.667, 3.035, -2.229], [0.859, 3.557, 0.504], [1.367, 4.240, 0.095], [0.751, 2.948, -0.214], [1.565, -0.115, 3.021], [1.756, -0.516, 3.851], [2.067, -0.694, 2.441], [-0.186, 0.145, 0.379], [0.750, 0.050, 0.268], [-0.511, -0.010, -0.501]], "lowdin_charge": [-0.06, -0.05, 0.03, -0.05, 0.04, -0.01, -0.01, 0.05, 0.05, -0.03, 0.05, 0.06, -0.05, 0.00, 0.03, -0.01, 0.03, 0.04, -0.04, 0.01, -0.05, -0.03, 0.02, 0.01, -0.04, -0.01, 0.01], "total_charge": 0, "orbital_gap_ev": 9.3, "smiles": "O.O.O.O.O.O.O.O.O", "e_lumo_ev": -0.35, "multiplicity": 1}



The structure with the most favorable energy is *Q*; the runner-up is 7.1 kcal/mol above it.



*P*
{"formula": "C3H4N2O", "method": "ωB97M-V/def2-TZVPD", "species": ["O", "C", "C", "N", "C", "N", "H", "H", "H", "H"], "coordinates": [[1.939, 0.099, 0.078], [0.638, 0.312, -0.354], [0.034, -0.755, -1.263], [-1.223, -0.976, -0.789], [-1.366, -0.310, 0.368], [-0.322, 0.393, 0.755], [2.282, -0.645, -0.437], [0.549, 1.266, -0.906], [-2.275, -0.351, 0.966], [-0.256, 0.966, 1.582]], "lowdin_charge": [-0.01, -0.45, -0.02, 0.00, -0.16, 0.11, 0.09, 0.16, 0.13, 0.15], "total_charge": 0, "orbital_gap_ev": 8.0, "e_lumo_ev": -0.24, "multiplicity": 1}



*Q*
{"formula": "C3H4N2O", "method": "ωB97M-V/def2-TZVPD", "species": ["N", "C", "N", "C", "C", "O", "H", "H", "H", "H"], "coordinates": [[1.787, 0.151, -0.362], [0.717, 0.605, 0.213], [-0.099, 1.347, 0.732], [-1.178, 0.561, 0.077], [-1.187, -0.828, 0.244], [-0.172, -1.501, 0.541], [2.369, 0.739, -0.944], [1.880, -0.860, -0.384], [-1.987, 1.154, -0.330], [-2.163, -1.328, 0.113]], "lowdin_charge": [0.20, -0.25, 0.16, -0.14, -0.35, -0.09, 0.13, 0.13, 0.09, 0.11], "total_charge": 0, "orbital_gap_ev": 8.4, "e_lumo_ev": 0.51, "multiplicity": 1}



The structure with the most favorable energy is *P*; the runner-up is 3.2 kcal/mol above it.



*P*
{"formula": "C3H4N2O", "method": "ωB97M-V/def2-TZVPD", "species": ["C", "C", "N", "O", "C", "N", "H", "H", "H", "H"], "coordinates": [[-1.644, 0.084, -0.056], [-0.124, -0.075, -0.103], [0.117, -0.876, -1.045], [2.107, -0.683, -0.627], [1.959, 0.124, 0.333], [0.758, 0.543, 0.725], [-2.205, -0.504, -0.796], [-1.940, -0.235, 0.942], [-1.834, 1.142, -0.233], [2.823, 0.521, 0.892]], "lowdin_charge": [-0.01, -0.53, 0.34, 0.01, -0.32, 0.10, 0.09, 0.09, 0.09, 0.14], "total_charge": 0, "orbital_gap_ev": [9.3, 9.3], "e_lumo_ev": [-1.14, -1.14], "multiplicity": 1}



*Q*
{"formula": "C3H4N2O", "method": "ωB97M-V/def2-TZVPD", "species": ["N", "C", "C", "C", "N", "O", "H", "H", "H", "H"], "coordinates": [[-1.090, -0.649, -1.158], [0.005, -0.175, -0.503], [1.272, -0.102, -0.232], [0.397, 0.930, 0.404], [0.027, 0.824, 1.830], [-0.552, -0.205, 2.082], [-1.923, -0.668, -0.586], [-0.951, -1.508, -1.672], [2.302, -0.397, -0.352], [0.446, 1.984, 0.116]], "lowdin_charge": [0.13, -0.31, 0.06, -0.24, -0.02, -0.02, 0.10, 0.10, 0.10, 0.12], "total_charge": 0, "orbital_gap_ev": 8.9, "smiles": "NC1=C[C@@H]1N=O", "e_lumo_ev": 0.28, "multiplicity": 1}



*R*
{"formula": "C3H4N2O", "method": "ωB97M-V/def2-TZVPD", "species": ["C", "C", "C", "N", "N", "O", "H", "H", "H", "H"], "coordinates": [[0.864, -0.901, -0.089], [-0.801, 1.031, 0.200], [-0.240, -0.617, -0.997], [1.026, -0.216, 0.974], [0.106, 0.791, 1.129], [-1.686, 1.796, 0.012], [1.596, -1.677, -0.266], [-0.013, -0.300, -1.999], [-1.095, -1.270, -0.920], [0.243, 1.365, 1.956]], "lowdin_charge": [-0.23, -0.32, 0.01, 0.03, 0.01, 0.09, 0.10, 0.07, 0.07, 0.16], "total_charge": 0, "orbital_gap_ev": 10.0, "e_lumo_ev": 0.88, "multiplicity": 1}



The structure with the most favorable energy is *R*; the runner-up is 8.8 kcal/mol above it.



*P*
{"formula": "C3H4N2O", "method": "ωB97M-V/def2-TZVPD", "species": ["O", "C", "C", "N", "N", "C", "H", "H", "H", "H"], "coordinates": [[-2.065, 0.065, 0.013], [-0.707, -0.018, -0.041], [0.107, 1.110, 0.005], [1.400, 0.776, 0.003], [1.404, -0.565, -0.011], [0.146, -1.104, -0.015], [-2.445, -0.833, 0.072], [-0.203, 2.138, 0.027], [2.279, -1.075, 0.136], [-0.023, -2.159, 0.026]], "lowdin_charge": [0.04, -0.35, -0.10, 0.02, -0.06, -0.05, 0.12, 0.11, 0.16, 0.11], "total_charge": 0, "orbital_gap_ev": 9.4, "smiles": "Oc1cn[nH]c1", "e_lumo_ev": 0.76, "multiplicity": 1}



*Q*
{"formula": "C3H4N2O", "method": "ωB97M-V/def2-TZVPD", "species": ["O", "C", "N", "N", "C", "C", "H", "H", "H", "H"], "coordinates": [[2.274, 0.230, -0.101], [0.963, 0.026, -0.118], [0.423, -1.207, -0.126], [-0.907, -0.949, -0.157], [-1.190, 0.371, -0.189], [0.005, 1.036, -0.224], [1.990, -0.624, -1.313], [-1.584, -1.692, -0.074], [-2.202, 0.746, -0.132], [0.210, 2.085, -0.163]], "lowdin_charge": [-0.03, -0.61, 0.06, -0.05, -0.10, -0.03, 0.39, 0.15, 0.12, 0.10], "total_charge": 0, "orbital_gap_ev": 8.2, "e_lumo_ev": -0.64, "multiplicity": 1}



*R*
{"formula": "C3H4N2O", "method": "ωB97M-V/def2-TZVPD", "species": ["N", "C", "N", "O", "C", "C", "H", "H", "H", "H"], "coordinates": [[-1.996, -0.102, -0.194], [-0.601, -0.069, -0.080], [0.059, -1.267, -0.320], [1.294, -1.206, -0.289], [1.550, 0.623, 0.094], [0.230, 0.981, 0.171], [-2.425, 0.653, 0.325], [-2.380, -0.998, 0.077], [2.134, 0.500, 1.006], [2.135, 0.886, -0.789]], "lowdin_charge": [0.07, -0.43, 0.06, -0.06, -0.03, 0.02, 0.08, 0.08, 0.11, 0.11], "total_charge": 0, "orbital_gap_ev": [8.0, 8.0], "e_lumo_ev": [-0.78, -0.77], "multiplicity": 1}



The structure with the most favorable energy is *P*; the runner-up is 71.0 kcal/mol above it.